The following is a quantum chemistry calculation of a molecular structure, C32H38GeN2OTc, from the OMol25 dataset.

Lowest unoccupied orbital energy (alpha / beta) ... -12.60 / -12.61 eV
ΔE to the lowest compared entry with this formula, charge and spin ... 1.401 eV
DFT total energy ... -97512.6806 eV
HOMO (alpha / beta) ... -15.62 / -15.62 eV
Kohn-Sham gap (alpha / beta) ... 3.014 / 3.011 eV
Strongest force on any atom ... 5.64 eV/Å

```
! wB97M-V def2-TZVPD RIJCOSX def2/J DEFGRID3
* xyz 3 1
Tc 0.978 0.934 1.150
C 1.602 2.093 3.242
C 0.194 2.069 3.139
C -0.228 0.683 3.061
C 0.944 -0.139 3.239
C 2.068 0.732 3.265
C 3.485 0.316 3.459
C 0.941 -1.592 3.569
C -1.634 0.209 3.231
C -0.722 3.233 3.246
C 2.459 3.304 3.366
H 3.696 0.230 4.528
H 4.185 1.047 3.056
H 3.690 -0.658 3.013
H 0.164 -2.130 3.028
H 0.729 -1.710 4.634
H 1.904 -2.061 3.375
H -2.342 0.866 2.728
H -1.886 0.193 4.293
H -1.760 -0.799 2.838
H -1.613 3.108 2.631
H -0.237 4.171 2.988
H -1.058 3.312 4.284
H 3.417 3.184 2.861
H 2.682 3.494 4.419
H 1.969 4.194 2.978
O 3.150 1.267 0.401
H 3.789 0.549 0.508
H 3.387 1.735 -0.412
C -1.923 4.551 -1.600
N -0.508 4.159 -1.511
C 0.447 4.853 -2.390
C -0.108 3.264 -0.683
N 0.270 2.471 0.082
H -2.043 5.575 -1.246
H -2.543 3.887 -1.003
H -2.242 4.497 -2.640
H 0.252 5.923 -2.346
H 0.328 4.511 -3.418
H 1.469 4.665 -2.070
C 0.295 -0.361 0.073
Ge -0.319 -1.608 -1.319
C -2.161 -2.267 -0.887
C -3.103 -2.288 -1.925
C -4.400 -2.658 -1.628
C -4.720 -3.095 -0.337
C -3.761 -3.119 0.681
C -2.464 -2.746 0.398
C -0.312 -0.552 -2.960
C 0.589 -0.796 -3.994
C 0.503 -0.070 -5.174
C -0.487 0.892 -5.325
C -1.375 1.152 -4.288
C -1.286 0.438 -3.103
C 0.689 -3.297 -1.209
C 0.953 -4.043 -2.361
C 1.766 -5.160 -2.264
C 2.238 -5.565 -1.018
C 1.930 -4.846 0.137
C 1.131 -3.723 0.049
H -2.847 -1.979 -2.930
H -5.150 -2.624 -2.408
H -5.719 -3.462 -0.133
H -4.018 -3.454 1.677
H -1.705 -2.795 1.169
H 1.358 -1.550 -3.881
H 1.199 -0.262 -5.979
H -0.578 1.428 -6.261
H -2.156 1.890 -4.424
H -1.990 0.626 -2.297
H 0.540 -3.761 -3.321
H 2.009 -5.724 -3.154
H 2.821 -6.474 -0.939
H 2.299 -5.172 1.100
H 0.875 -3.161 0.940
*
```

The following is a quantum chemistry calculation of 4 unconnected molecules or ions with the total composition C4H16O3, from the OMol25 dataset.

Lowest unoccupied orbital energy ... 0.36 eV
ΔE to the lowest compared entry with this formula, charge and spin ... 1.052 eV
DFT total energy ... -10549.4219 eV
HOMO ... -10.86 eV
Kohn-Sham gap ... 11.213 eV
Strongest force on any atom ... 2.08 eV/Å
SMILES string ... CCCC.O.O.O

```
! wB97M-V def2-TZVPD RIJCOSX def2/J DEFGRID3
* xyz 0 1
C -0.793 -0.461 -2.331
C -1.203 -1.297 -1.093
C 0.012 -1.521 -0.128
C -0.178 -2.766 0.749
H -0.442 -1.080 -3.165
H -1.719 -0.030 -2.727
H -0.141 0.377 -2.067
H -1.838 -0.664 -0.459
H -1.761 -2.198 -1.361
H 0.950 -1.645 -0.654
H 0.244 -0.560 0.353
H -0.945 -3.386 0.300
H 0.718 -3.359 0.823
H -0.406 -2.418 1.759
O -0.664 2.475 2.082
H -1.150 1.683 2.327
H -1.349 3.147 1.970
O 1.782 3.449 -0.530
H 1.185 2.970 0.027
H 2.476 2.839 -0.803
O 1.709 1.305 1.946
H 2.525 1.356 1.463
H 0.990 1.784 1.518
*
```

The following is a quantum chemistry calculation of a gas-phase ion, C4H10N2 (charge +2), from the OMol25 dataset.

Lowest unoccupied orbital energy ... -7.59 eV
ΔE to the lowest compared entry with this formula, charge and spin ... 1.195 eV
DFT total energy ... -7269.6252 eV
HOMO ... -19.42 eV
Kohn-Sham gap ... 11.836 eV
Strongest force on any atom ... 5.22 eV/Å
SMILES string ... C[C@H]([NH3+])C#C[NH3+]

```
! wB97M-V def2-TZVPD RIJCOSX def2/J DEFGRID3
* xyz 2 1
C 1.162 -1.376 0.321
C 0.097 -0.688 -0.608
N 0.809 -0.184 -1.860
C -0.692 0.303 0.053
C -1.263 0.984 0.891
N -1.913 1.683 1.851
H 1.826 -0.601 0.640
H 1.828 -1.992 -0.278
H 0.888 -2.013 1.182
H -0.714 -1.410 -0.881
H 1.612 0.443 -1.723
H 0.140 0.368 -2.538
H 1.218 -1.093 -2.105
H -3.026 1.892 1.564
H -1.437 2.599 1.848
H -1.873 1.419 2.897
*
```

The following is a quantum chemistry calculation of 2 unconnected molecules or ions with the total composition C28H23F6N2O, from the OMol25 dataset.

Lowest unoccupied orbital energy ... -6.70 eV
ΔE to the lowest compared entry with this formula, charge and spin ... 1.779 eV
DFT total energy ... -50734.7953 eV
HOMO ... -9.55 eV
Kohn-Sham gap ... 2.850 eV
Strongest force on any atom ... 2.30 eV/Å

```
! wB97M-V def2-TZVPD RIJCOSX def2/J DEFGRID3
* xyz 1 1
F -3.193 4.684 -0.872
C -4.277 4.326 -0.115
F -4.343 5.205 0.929
F -5.389 4.539 -0.889
C -4.173 2.903 0.346
C -4.547 2.567 1.643
C -4.382 1.269 2.082
C -3.825 0.249 1.246
C -3.515 -1.009 1.840
C -2.999 -2.194 1.233
C -2.183 -2.221 0.065
C -1.822 -3.423 -0.525
C -2.076 -4.626 0.128
C -1.599 -5.919 -0.451
F -1.193 -6.787 0.534
F -2.569 -6.560 -1.172
F -0.532 -5.746 -1.292
C -2.810 -4.648 1.312
C -3.274 -3.463 1.842
C -3.684 0.595 -0.137
C -3.733 1.923 -0.541
H -4.969 3.325 2.294
H -4.655 1.017 3.108
H -3.857 -1.126 2.876
H -1.828 -1.277 -0.350
H -1.351 -3.439 -1.503
H -3.024 -5.602 1.787
H -3.878 -3.491 2.751
H -3.518 -0.194 -0.870
H -3.455 2.209 -1.551
H -0.417 -0.447 3.572
C 0.563 -0.165 4.066
H 0.439 0.810 4.573
C 0.938 -1.164 5.114
C 2.012 -1.985 4.988
N 2.872 -1.867 3.944
C 3.888 -2.902 3.689
C 3.337 -3.880 2.689
C 3.549 -3.666 1.317
C 2.896 -4.479 0.381
C 2.039 -5.502 0.808
C 1.846 -5.721 2.181
C 2.525 -4.935 3.118
C 2.708 -0.873 3.019
C 1.642 -0.033 3.029
C 1.615 0.997 1.959
N 0.520 1.826 1.931
O 2.520 1.076 1.128
H 0.308 -1.260 6.002
H 2.240 -2.787 5.704
H 4.767 -2.409 3.270
H 4.122 -3.408 4.633
H 4.203 -2.846 1.000
H 3.057 -4.308 -0.688
H 1.527 -6.132 0.073
H 1.168 -6.510 2.518
H 2.402 -5.106 4.198
H 3.497 -0.832 2.270
H -0.156 1.880 2.677
H 0.523 2.548 1.238
*
```

The following is a quantum chemistry calculation of 13 unconnected molecules or ions with the total composition C32H62F9N3O28PS2, from the OMol25 dataset.

Lowest unoccupied orbital energy ... -3.13 eV
DFT total energy ... -151405.2965 eV
HOMO ... -12.45 eV
Kohn-Sham gap ... 9.317 eV
Strongest force on any atom ... 4.27 eV/Å

```
! wB97M-V def2-TZVPD RIJCOSX def2/J DEFGRID3
* xyz 1 1
N -15.355 -11.853 26.419
H -15.860 -11.107 25.909
H -14.456 -12.026 25.983
H -15.937 -12.688 26.482
H -15.214 -11.573 27.386
N -16.172 -9.848 21.682
H -16.368 -10.815 21.407
H -16.669 -9.169 21.117
H -15.167 -9.721 21.656
H -16.474 -9.785 22.660
N -14.370 -8.198 24.756
H -14.522 -7.208 24.931
H -13.704 -8.557 25.437
H -14.024 -8.356 23.816
H -15.217 -8.770 24.878
C -17.846 -9.810 24.758
O -18.306 -10.015 23.392
O -16.491 -10.025 24.686
C -18.403 -8.490 25.345
F -17.759 -7.956 26.430
F -18.507 -7.485 24.481
F -19.632 -8.776 25.831
C -19.704 -9.765 23.160
C -19.991 -10.409 21.814
H -21.046 -10.558 21.563
H -19.614 -9.799 20.990
H -19.730 -11.441 21.569
H -19.869 -8.695 23.013
H -20.479 -10.030 23.879
H -18.309 -10.597 25.362
P -15.797 -13.269 21.044
F -16.786 -14.489 21.495
F -15.541 -12.924 22.662
F -14.532 -14.259 21.101
F -14.826 -12.055 20.653
F -16.031 -13.485 19.451
F -17.065 -12.295 21.126
C -19.887 -6.167 20.996
C -18.480 -5.654 20.860
C -18.288 -4.452 21.806
O -17.068 -4.724 22.454
C -16.720 -6.008 22.320
O -15.864 -6.563 22.955
O -17.534 -6.576 21.380
H -20.223 -6.560 21.956
H -19.985 -6.953 20.246
H -20.573 -5.332 20.839
H -18.078 -5.358 19.892
H -19.061 -4.316 22.565
H -18.344 -3.565 21.174
C -16.828 -5.325 27.194
C -17.314 -4.726 25.869
C -18.267 -3.529 25.944
O -17.578 -2.575 25.153
C -16.328 -2.907 24.938
O -15.399 -2.243 24.488
O -16.142 -4.143 25.269
H -16.441 -4.547 27.857
H -15.976 -5.982 27.017
H -17.571 -5.806 27.828
H -17.647 -5.491 25.169
H -18.482 -3.113 26.929
H -19.229 -3.767 25.491
C -21.542 -7.760 28.625
C -21.734 -6.494 27.790
C -20.380 -6.059 27.214
O -20.730 -5.670 25.919
C -21.806 -6.264 25.519
O -22.277 -6.252 24.397
O -22.443 -6.780 26.577
H -22.425 -8.397 28.612
H -21.384 -7.533 29.682
H -20.648 -8.310 28.335
H -22.202 -5.756 28.441
H -19.673 -6.886 27.197
H -19.933 -5.295 27.851
C -22.401 -10.107 26.426
C -22.439 -11.561 25.971
C -21.057 -12.037 25.593
O -21.114 -13.397 26.113
C -22.106 -13.543 27.000
O -22.310 -14.481 27.719
O -22.716 -12.344 27.083
H -23.250 -9.769 27.018
H -22.277 -9.459 25.557
H -21.510 -10.017 27.047
H -23.172 -11.760 25.189
H -20.241 -11.419 25.970
H -20.880 -12.076 24.517
C -19.766 -15.114 23.361
C -18.559 -15.272 24.269
C -17.770 -13.990 24.504
O -17.508 -14.010 25.885
C -18.249 -14.979 26.505
O -18.330 -15.176 27.681
O -18.918 -15.693 25.552
H -20.491 -14.361 23.678
H -20.357 -16.009 23.176
H -19.433 -14.698 22.407
H -17.931 -16.064 23.855
H -18.172 -13.086 24.042
H -16.780 -14.102 24.063
C -16.053 -6.094 31.159
C -15.923 -7.577 30.770
C -17.031 -8.120 29.887
O -16.379 -8.749 28.767
C -15.084 -8.311 28.734
O -14.340 -8.451 27.800
O -14.823 -7.623 29.844
H -16.144 -5.480 30.261
H -15.201 -5.674 31.689
H -16.980 -6.000 31.726
H -15.556 -8.168 31.608
H -17.646 -7.319 29.477
H -17.673 -8.762 30.488
C -25.016 -9.148 21.525
C -23.609 -8.745 21.983
O -23.463 -9.424 23.220
S -24.955 -9.515 24.027
O -25.087 -8.551 25.094
O -25.266 -10.918 24.307
O -25.790 -8.968 22.717
H -24.968 -10.208 21.276
H -25.475 -8.488 20.794
H -23.430 -7.668 21.976
H -22.894 -9.055 21.218
C -21.810 -11.126 18.807
C -22.072 -11.118 17.306
O -23.425 -11.391 17.063
S -24.258 -11.640 18.503
O -24.231 -13.042 18.892
O -25.540 -10.988 18.517
O -23.097 -10.841 19.357
H -21.159 -10.312 19.119
H -21.472 -12.089 19.189
H -21.499 -11.853 16.737
H -21.889 -10.167 16.801
*
```

The following is a quantum chemistry calculation of a molecular structure, C9H11IN, from the OMol25 dataset.

Lowest unoccupied orbital energy ... -4.03 eV
ΔE to the lowest compared entry with this formula, charge and spin ... 2.550 eV
DFT total energy ... -19093.3318 eV
HOMO ... -13.02 eV
Kohn-Sham gap ... 8.985 eV
Strongest force on any atom ... 4.38 eV/Å

```
! wB97M-V def2-TZVPD RIJCOSX def2/J DEFGRID3
* xyz 1 1
C -1.305 -2.051 -2.259
C -2.468 -1.629 -1.667
C -0.094 -1.683 -1.672
C -2.487 -0.623 -0.690
C -0.065 -0.755 -0.570
C -1.285 -0.149 -0.205
C 1.151 -0.098 0.081
C -1.221 0.838 0.972
C 1.367 1.746 1.688
N 0.682 0.529 1.338
I -2.201 0.348 2.758
H -1.427 -2.750 -3.081
H -3.440 -2.196 -2.009
H 0.971 -2.095 -1.969
H -3.587 -0.272 -0.361
H 1.920 -0.815 0.208
H 1.373 0.839 -0.421
H -1.162 1.926 0.875
H 1.166 2.341 0.739
H 0.953 2.215 2.509
H 2.453 1.654 1.701
H 0.717 -0.060 2.091
*
```